{"formula": "C6H9N", "method": "ωB97M-V/def2-TZVPD", "symbols": ["C", "C", "C", "C", "C", "C", "N", "H", "H", "H", "H", "H", "H", "H", "H", "H"], "positions_angstrom": [[2.3805, 0.4024, 0.9869], [0.9822, 0.0588, 0.5817], [0.1393, -0.8188, 1.1723], [-1.0035, -0.9672, 0.2505], [-0.7688, 0.1588, -0.6908], [-1.8072, 0.6786, -1.6128], [0.4310, 0.6324, -0.5817], [2.6245, 1.4462, 0.7827], [2.5418, 0.2128, 2.0504], [3.1065, -0.2039, 0.4335], [0.2755, -1.3000, 2.1341], [-1.9955, -1.2560, 0.6241], [-0.6663, -1.5359, -0.6879], [-1.3570, 1.1964, -2.4583], [-2.4902, -0.1002, -1.9597], [-2.3929, 1.3957, -1.0251]], "forces_ev_per_angstrom": [[0.10, 0.07, 0.06], [0.19, -0.11, 0.26], [0.34, -0.11, -0.19], [0.05, 0.15, -0.27], [-0.05, 0.82, 0.19], [0.02, 0.06, -0.16], [-0.21, 0.14, 0.10], [-0.15, -0.02, -0.02], [-0.06, -0.03, -0.08], [-0.14, 0.04, 0.01], [0.06, -0.18, -0.34], [0.38, 0.16, -0.48], [-0.50, -0.98, 1.12], [-0.07, 0.00, 0.01], [0.09, 0.05, 0.01], [-0.04, -0.03, -0.21]], "lowdin_charge": [-0.05, -0.35, -0.05, -0.12, -0.40, -0.03, 0.13, 0.07, 0.07, 0.08, 0.10, 0.13, 0.17, 0.08, 0.08, 0.09], "smiles": "CC1=CCC(C)=N1", "lumo_ev": 0.989, "de_lowest_kcal_mol": 28.4}